[1]
C2H2N2O | ωB97M-V with the def2-TZVPD basis set

max |F|: 0.055 Eh/bohr
HOMO energy: -9.8 eV
M: 70.1 g mol⁻¹
calculated total energy: -7130.29180 eV

```
7
Properties=species:S:1:pos:R:3:forces:R:3
C 0.5955 0.4802 0.3436 -0.30 1.00 -1.32
C -0.7596 0.0444 -0.0114 0.86 -2.71 -0.03
N 1.3343 -0.8059 0.2716 0.61 -0.63 0.63
N 0.5000 -1.3339 -0.4136 -1.66 0.96 0.20
O 1.0627 1.4972 -0.0469 0.68 0.77 0.71
H -1.4632 -0.4380 0.6329 0.11 -0.36 0.77
H -1.2696 0.5560 -0.7762 -0.31 0.97 -0.96
```
Forces are in eV/Å.

[2]
C2H2N2O | ωB97M-V with the def2-TZVPD basis set

max |F|: 0.081 Eh/bohr
HOMO energy: -10.8 eV
M: 70.1 g mol⁻¹
calculated total energy: -7129.11855 eV

```
7
Properties=species:S:1:pos:R:3:forces:R:3
C 0.1450 -1.3020 -0.0727 -0.90 1.25 -0.31
C -0.4515 -0.0966 -0.2934 -1.32 0.88 -0.32
N 0.5387 -2.3405 0.1559 1.03 -1.97 0.35
N -1.3081 0.6931 -0.2178 2.75 -3.10 0.07
O -2.1306 1.4842 -0.1021 -2.29 2.56 0.03
H 1.4254 1.0692 0.4770 1.15 -1.18 -0.91
H 1.7810 0.4926 0.0531 -0.42 1.56 1.08
```
Forces are in eV/Å.

[3]
C2H2N2O | ωB97M-V with the def2-TZVPD basis set

max |F|: 0.130 Eh/bohr
HOMO energy: -10.2 eV
M: 70.1 g mol⁻¹
SMILES string: c1conn1
calculated total energy: -7130.38560 eV

```
7
Properties=species:S:1:pos:R:3:forces:R:3
C -0.4648 -0.1423 1.0560 1.34 0.96 -0.28
C -0.8643 0.7334 0.0083 -2.45 2.45 4.23
O -0.1090 0.4553 -0.9339 1.97 0.85 -6.33
N 0.8831 -0.5054 -0.6791 -1.33 0.93 2.70
N 0.6872 -0.7417 0.5536 -0.79 -1.44 -0.01
H -0.6610 -0.3431 2.1265 -0.33 0.61 -1.12
H -1.4842 1.8838 -0.1614 1.58 -4.37 0.81
```
Forces are in eV/Å.

[4]
C2H2N2O | ωB97M-V with the def2-TZVPD basis set

max |F|: 0.054 Eh/bohr
HOMO energy: -9.4 eV
M: 70.1 g mol⁻¹
SMILES string: C=C=O.N#N
calculated total energy: -7133.76989 eV

```
7
Properties=species:S:1:pos:R:3:forces:R:3
C -0.4172 -0.7422 0.0117 2.29 -1.18 1.10
C -1.2012 0.2771 -0.0019 -0.49 0.50 -0.44
O -1.9570 1.1328 -0.1353 -0.46 0.84 0.17
H -0.8971 -1.6807 -0.1890 0.00 -0.32 -0.16
H 0.6046 -0.7320 0.4777 -1.33 0.15 -0.69
N -1.9046 -0.2717 3.2514 0.31 -0.65 0.74
N -1.5672 -0.9707 4.0253 -0.32 0.66 -0.73
```
Forces are in eV/Å.

[5]
C2H2N2O | ωB97M-V with the def2-TZVPD basis set

max |F|: 0.050 Eh/bohr
HOMO energy: -9.5 eV
M: 70.1 g mol⁻¹
calculated total energy: -7130.01823 eV

```
7
Properties=species:S:1:pos:R:3:forces:R:3
C 1.4531 -0.3619 0.4608 0.07 1.36 0.46
C 0.3870 0.4577 0.0588 -0.75 1.58 0.19
N 2.2480 -0.9339 1.0440 1.15 -1.14 0.60
N -0.8161 0.3233 1.6071 1.97 0.07 -0.70
O -0.1835 0.0120 2.5145 -0.79 0.16 -0.51
H 0.6352 1.5778 -0.2088 -0.59 -2.42 0.68
H -0.0786 -0.1158 -0.7140 -1.06 0.39 -0.71
```
Forces are in eV/Å.

[6]
C2H2N2O | ωB97M-V with the def2-TZVPD basis set

max |F|: 0.136 Eh/bohr
HOMO energy (spin up / spin down): -6.9 / -11.4 eV
M: 70.1 g mol⁻¹
spin multiplicity: 3
<S²>: 2.006
calculated total energy: -7127.12657 eV

```
7
Properties=species:S:1:pos:R:3:forces:R:3
C 1.7994 0.1573 -0.0162 -3.72 -1.62 0.33
C -0.5911 -0.0539 0.0364 6.20 2.72 1.80
N 2.8153 0.6469 -0.0043 2.79 1.56 -0.16
N -1.6175 -0.8370 -0.0089 -2.16 -5.37 -1.77
O 0.7153 -0.5507 0.0768 -0.29 -0.84 -0.04
H -0.7053 0.9463 -0.1130 0.11 2.64 -1.26
H -2.4162 -0.3089 0.0292 -2.93 0.91 1.09
```
Forces are in eV/Å.

[7]
C2H2N2O2 | ωB97M-V with the def2-TZVPD basis set

max |F|: 0.017 Eh/bohr
HOMO energy: -10.0 eV
M: 86.0 g mol⁻¹
SMILES string: O=c1cn[nH]o1
calculated total energy: -9179.31520 eV

```
8
Properties=species:S:1:pos:R:3:forces:R:3
O 2.0116 -0.0344 0.0232 -0.40 0.14 -0.23
C 0.8175 0.0405 -0.0202 0.37 -0.25 0.48
C -0.1334 1.1596 0.0023 -0.09 0.10 -0.27
N -1.3474 0.7156 0.0374 0.80 0.23 -0.32
N -1.2953 -0.6216 -0.1190 -0.68 0.38 0.01
O 0.0086 -1.0876 0.0038 0.16 0.19 0.00
H 0.1624 2.2113 -0.0518 -0.38 -0.53 0.23
H -1.9299 -1.0942 0.5138 0.23 -0.25 0.10
```
Forces are in eV/Å.

[8]
C2H2N2O2 | ωB97M-V with the def2-TZVPD basis set

max |F|: 0.152 Eh/bohr
HOMO energy: -10.2 eV
M: 86.0 g mol⁻¹
SMILES string: Oc1nnco1
calculated total energy: -9178.81766 eV

```
8
Properties=species:S:1:pos:R:3:forces:R:3
O 1.8801 -0.0338 0.1219 0.46 7.44 -1.24
C 0.6181 0.1278 -0.1045 1.37 -3.05 0.16
N -0.0278 1.1674 -0.0714 -2.14 2.74 0.18
N -1.3115 0.6804 0.0598 -3.30 3.77 0.42
C -1.3896 -0.5565 0.0751 -1.12 -2.41 0.09
O -0.0842 -0.9988 -0.1606 -0.80 -2.76 0.81
H 2.0543 -0.8691 0.2191 1.81 -7.56 0.80
H -2.4183 -1.2330 0.3487 3.72 1.83 -1.22
```
Forces are in eV/Å.

[9]
C2H2N2O2 | ωB97M-V with the def2-TZVPD basis set

max |F|: 0.262 Eh/bohr
HOMO energy: -11.1 eV
M: 86.0 g mol⁻¹
SMILES string: N#CC(=O)NO
calculated total energy: -9177.68354 eV

```
8
Properties=species:S:1:pos:R:3:forces:R:3
N -0.0405 2.3203 1.0442 -4.05 -8.73 0.72
C -0.5102 1.1499 1.0680 4.72 12.59 0.96
C -0.5379 -0.1363 0.5351 0.15 0.64 -1.75
O -1.4061 -0.8985 0.8352 0.65 -1.57 -0.54
N 0.4721 -0.0813 -0.4768 -2.38 -4.21 2.14
O 0.2711 -1.2690 -1.2247 0.21 1.72 -1.21
H 0.8103 0.7943 -0.8368 -0.06 -0.05 -0.67
H 0.9412 -1.8794 -0.9441 0.76 -0.39 0.35
```
Forces are in eV/Å.

[10]
C2H2N2O2S | ωB97M-V with the def2-TZVPD basis set

max |F|: 0.082 Eh/bohr
HOMO energy (spin up / spin down): -9.8 / -9.8 eV
M: 118.1 g mol⁻¹
calculated total energy: -20010.48230 eV

```
9
Properties=species:S:1:pos:R:3:forces:R:3
C -1.1356 1.9673 -0.5323 -0.10 0.42 1.08
C 0.5287 -0.7337 0.3220 1.92 0.61 -0.72
N 1.2032 -1.4993 1.0731 -4.23 0.32 -0.02
N -0.8659 -0.8729 0.3727 -2.60 -0.75 -0.24
O -1.4188 -0.7532 -0.7039 0.55 -0.57 1.13
O 0.9731 0.2087 -0.5514 0.68 -0.85 0.18
S -0.0871 1.3356 -1.4353 -0.05 0.18 0.67
H -1.3281 1.8044 0.5679 0.04 0.28 -1.50
H 2.1306 -1.4568 0.8873 3.78 0.35 -0.58
```
Forces are in eV/Å.

[11]
C2H2N2O2S | ωB97M-V with the def2-TZVPD basis set

max |F|: 0.099 Eh/bohr
HOMO energy: -9.1 eV
M: 118.1 g mol⁻¹
calculated total energy: -20013.17014 eV

```
9
Properties=species:S:1:pos:R:3:forces:R:3
C 1.7487 0.6168 -0.0974 -0.13 1.41 0.95
C -1.3044 -0.4038 -0.2989 -1.36 0.95 -3.28
N -1.7017 -0.0800 -1.3921 -2.63 1.67 -1.05
N 1.1648 1.4815 0.4572 0.99 -2.53 -1.51
O 0.3246 2.1790 0.9232 -0.61 1.07 0.55
O -0.7615 -0.8306 0.5823 2.11 -1.72 4.31
S 2.9818 -0.5080 -0.4002 -0.07 -0.72 2.43
H 3.0655 -1.0111 1.0003 -0.12 0.84 -2.45
H -2.6229 0.4424 -1.4677 1.82 -0.96 0.06
```
Forces are in eV/Å.

[12]
C2H2N2O2S | ωB97M-V with the def2-TZVPD basis set

max |F|: 0.062 Eh/bohr
HOMO energy: -8.7 eV
M: 118.1 g mol⁻¹
SMILES string: O=[N+]([O-])N=C=CS
calculated total energy: -20010.19150 eV

```
9
Properties=species:S:1:pos:R:3:forces:R:3
O -4.1901 -0.7938 0.1187 -2.24 -2.24 0.35
N -3.5642 0.1507 -0.1872 1.37 1.27 -0.10
O -3.9299 1.1588 -0.7540 0.67 -0.32 0.03
N -2.2883 0.0841 0.2847 0.78 1.21 0.85
C -1.1844 -0.2728 0.6087 -0.13 0.11 -1.50
C 0.1204 -0.5085 0.6196 -1.95 0.44 0.45
S 1.1433 0.5763 -0.2584 0.42 0.36 -0.37
H 0.4705 -1.2737 1.2322 0.82 -1.14 0.74
H 0.2441 0.6392 -1.2405 0.26 0.31 -0.45
```
Forces are in eV/Å.

For reference, energy above the lowest of the compared OMol25 structures with the same formula, charge and spin by record: 3.552 4.725 3.458 0.074 3.825 3.247 2.471 2.969 4.103 5.867 3.179 6.158 eV.